# 1
A molecular structure, C26H26IN9O6S2Ti, computed with ωB97M-V with the def2-TZVPD basis set.

```
71
Properties=species:S:1:pos:R:3:forces:R:3
Ti -0.046 0.498 -0.327 0.9381 -1.1611 -0.7743
C 3.948 2.321 -1.333 0.0510 -0.0155 -0.0514
C 2.729 3.187 -1.363 -0.0954 0.1494 -0.2122
N 2.779 4.353 -1.967 -0.2354 0.2059 -0.0049
C 1.680 5.144 -1.980 0.4202 -0.1194 -0.0481
C 0.508 4.836 -1.343 -0.0636 0.0756 -0.0545
C -0.655 5.794 -1.390 -0.0375 0.0277 0.2134
O -1.084 6.217 -0.095 0.0406 -0.0121 -0.1477
C 0.439 3.592 -0.685 -0.9480 0.0928 0.3695
C -0.707 3.267 0.195 0.6582 0.6567 -0.1191
N -0.877 2.098 0.672 -0.7887 -0.1222 0.8408
C -1.925 1.793 1.605 0.5291 0.0054 -0.0584
C -3.219 2.255 1.433 -0.1484 0.1287 -0.1583
C -4.226 1.853 2.297 0.0045 -0.0008 0.0054
C -3.936 0.983 3.337 -0.0113 -0.0100 0.0331
C -2.636 0.535 3.532 -0.0257 0.0137 -0.0146
C -1.629 0.934 2.667 -0.1384 0.1209 0.0299
I 0.330 0.351 3.070 0.0841 0.0234 0.1645
C 1.530 2.736 -0.759 0.2360 -0.5006 0.5444
O 1.502 1.516 -0.218 0.8408 0.9796 -0.1639
H 4.804 2.895 -1.677 -0.0237 -0.0083 -0.0044
H 3.815 1.455 -1.988 -0.0176 0.0155 0.0120
H 4.138 1.943 -0.328 -0.0270 0.0220 0.0037
H 1.773 6.082 -2.515 0.0676 -0.0314 -0.0188
H -1.526 5.321 -1.847 -0.0452 -0.0436 0.0053
H -0.393 6.648 -2.015 0.0103 0.0358 -0.0287
H -0.449 6.854 0.248 0.0094 -0.0090 0.0204
H -1.345 4.086 0.522 0.0493 0.0743 -0.0660
H -3.441 2.921 0.606 0.0032 -0.0441 0.0045
H -5.236 2.213 2.151 0.0229 0.0035 0.0072
H -4.719 0.659 4.010 0.0314 0.0074 -0.0179
H -2.403 -0.120 4.360 -0.0145 -0.0032 -0.0045
O -2.207 -5.142 1.478 -0.1956 -0.0212 -0.2849
C -2.997 -5.114 0.402 0.1204 -0.0904 0.3313
O -3.947 -5.839 0.291 -0.0152 0.0045 -0.0425
C -2.660 -4.139 -0.674 0.0156 -0.0350 0.0473
C -3.253 -4.213 -1.908 0.0125 0.0963 -0.2769
N -2.768 -3.184 -2.629 0.0392 0.0708 -0.0338
N -1.905 -2.417 -1.952 -0.2351 -0.1950 -0.0750
C -1.828 -2.994 -0.763 -0.0714 0.1964 0.1476
C -0.928 -2.432 0.272 0.5466 0.4038 0.2712
O -0.400 -3.168 1.088 0.0222 -0.1084 0.1001
O -0.696 -1.141 0.264 -0.9726 -1.1080 -0.1991
H -1.455 -4.527 1.361 0.1480 0.0547 0.1179
H -3.965 -4.925 -2.294 0.0396 0.0461 0.0319
H -2.957 -2.969 -3.594 0.0013 -0.0105 0.0017
N 2.093 -1.318 -0.245 -0.0719 -0.0645 0.1570
N 2.795 -1.533 -1.427 -0.1918 0.1723 0.1117
C 2.380 -1.017 -2.598 0.1889 -0.0483 -0.0171
N 3.164 -1.327 -3.641 -0.1963 0.1651 -0.1182
S 1.005 -0.061 -2.815 0.1072 -0.3883 0.0646
H 2.681 -0.848 0.434 0.0358 0.0441 -0.0581
H 1.774 -2.204 0.139 -0.0464 0.0325 0.0411
H 3.604 -2.136 -1.407 0.0222 0.0146 -0.0087
H 3.984 -1.903 -3.556 0.0171 -0.0071 -0.0084
H 2.918 -0.965 -4.546 0.0214 -0.0269 -0.0046
N -6.379 1.296 -3.416 -0.1956 0.0802 -0.1612
C -5.316 2.091 -3.602 0.6203 -0.5051 0.5019
S -5.343 3.463 -4.479 -0.0091 0.1755 -0.0593
C -4.054 1.615 -2.879 -0.7770 0.3826 -0.4685
C -2.827 2.148 -3.225 0.4359 0.1533 -0.1333
C -1.696 1.738 -2.552 -0.0352 -0.0475 -0.3633
N -1.722 0.840 -1.556 -0.6453 0.3174 -0.3007
C -2.909 0.340 -1.204 -0.3015 -0.0145 -0.3473
C -4.084 0.688 -1.858 0.1129 -0.3064 0.5251
H -7.239 1.544 -3.878 0.0005 -0.0173 0.0141
H -6.314 0.385 -3.000 0.0164 -0.0314 0.0008
H -2.757 2.875 -4.023 -0.0122 -0.0192 0.0433
H -0.725 2.118 -2.846 0.0413 0.0312 0.0711
H -2.923 -0.369 -0.391 0.0257 0.0124 0.0546
H -5.001 0.241 -1.499 0.0049 0.0345 0.0200
```
Forces are in eV/Å.

Its frontier orbital gap (spin up / spin down) is 6.8248 / 7.5993 eV. As for the spin multiplicity: 2. As for the net charge: +1.



# 2
2 unconnected molecules or ions with the total composition C3H9O3, computed with ωB97M-V with the def2-TZVPD basis set.

```
15
Properties=species:S:1:pos:R:3:forces:R:3
C -1.270 0.529 -0.476 0.6107 -0.4096 -0.1830
C -0.727 0.225 0.902 -0.4397 0.0065 0.1306
O -1.362 -0.858 1.587 -0.7444 -0.0346 0.5542
C -0.147 1.318 -1.218 -0.3146 -0.4477 -0.3352
O 0.824 0.523 -1.693 0.2919 -0.1675 0.3701
H -1.439 -0.439 -0.960 0.0064 0.1968 -0.3423
H -2.196 1.094 -0.473 -0.3823 0.1159 0.3317
H -0.834 1.113 1.524 0.0056 -0.0562 0.2481
H 0.327 0.009 0.830 0.2276 0.3369 -0.1220
H -0.895 -1.689 1.487 0.2967 0.1984 -0.3031
H 0.164 2.059 -0.434 0.2765 0.2857 -0.0577
H -0.632 1.943 -2.009 -0.1352 0.0410 0.0316
H 2.543 -1.838 -0.102 0.3865 -0.1740 -0.5489
H 1.441 -1.007 0.402 0.2249 0.3055 -0.2632
O 2.239 -1.457 0.714 -0.3108 -0.1973 0.4890
```
Forces are in eV/Å.

Its frontier orbital gap is 6.4887 eV. As for the spin multiplicity: 1. As for the net charge: -1.



# 3
2 unconnected molecules or ions with the total composition C6H11P, computed with ωB97M-V with the def2-TZVPD basis set.

```
18
Properties=species:S:1:pos:R:3:forces:R:3
C -0.392 0.094 -0.152 2.2145 -0.0428 1.1063
C 0.749 -0.040 0.202 0.9665 -1.4378 -0.7073
C -2.547 -0.613 -0.948 -1.8750 -0.1096 3.3657
C 2.752 -1.399 -0.547 2.1491 -0.1369 -3.6530
C -1.742 0.500 -0.224 -1.2817 -2.5936 -0.4164
C 2.153 -0.484 0.429 -0.5631 1.9266 1.1137
P -1.561 4.094 1.904 0.2389 -0.1159 0.9072
H -1.197 3.935 3.321 -0.2334 0.0997 -0.9164
H -1.896 -0.857 -1.702 0.7826 -1.2793 -2.3058
H -3.579 -0.346 -1.259 0.8379 0.1347 -0.0735
H -2.691 -1.477 -0.196 0.4730 1.0937 -1.3904
H 2.059 -2.179 -0.776 -0.1646 -0.9495 0.0072
H 3.825 -1.828 -0.337 -2.2082 0.9149 0.0414
H 2.848 -0.843 -1.580 -0.0309 -0.9637 1.8274
H -2.046 0.546 0.788 -0.7979 0.9965 0.9423
H -1.714 1.357 -0.796 -0.7550 2.3797 -0.7835
H 2.731 0.426 0.458 0.4269 0.4311 0.1264
H 2.246 -0.885 1.416 -0.1798 -0.3477 0.8087
```
Forces are in eV/Å.

Its frontier orbital gap (spin up / spin down) is 7.3870 / 7.4010 eV. As for the spin multiplicity: 1.



# 4
4 unconnected molecules or ions with the total composition C3H14O4S2, computed with ωB97M-V with the def2-TZVPD basis set.

```
23
Properties=species:S:1:pos:R:3:forces:R:3
C -1.144 0.647 0.118 0.5888 0.6754 0.0916
C -0.710 1.869 -0.659 0.3296 1.1004 -0.9377
O 0.714 1.784 -0.680 0.5432 -0.2819 -1.9321
C -2.677 0.567 0.162 0.2534 1.3141 -0.4352
S -3.135 -0.743 1.293 0.2898 -1.1611 -0.0650
S -2.502 -2.526 0.317 -1.7065 0.4200 -0.3252
H -0.626 0.802 1.137 -1.3972 -0.6792 -1.1932
H -0.615 -0.213 -0.403 -0.9863 0.6886 0.7237
H -1.201 1.949 -1.690 0.8446 -0.3564 1.0782
H -0.854 2.883 -0.215 -0.6010 -0.9511 0.2047
H 0.970 1.191 -1.439 -0.0454 0.5609 1.3108
H -3.148 0.466 -0.889 0.7610 0.0424 1.7192
H -3.019 1.593 0.617 0.1959 -2.0377 -0.6428
H -1.207 -2.818 0.385 0.6851 0.7490 0.6574
H 2.685 0.514 1.491 -0.8849 -0.1645 -0.1754
H 1.300 0.751 0.901 -0.9174 1.6071 -1.3861
O 1.797 0.119 1.369 1.7656 -0.7408 1.6772
H 3.148 -1.688 1.377 0.8594 0.5799 0.9391
H 1.852 -1.779 0.760 -2.2132 0.9732 0.4175
O 2.683 -2.179 0.731 1.4684 -2.3089 -1.3376
H 2.210 -1.174 -0.857 0.2600 0.4128 0.1681
H 1.701 -1.367 -2.273 0.0709 1.8824 1.4133
O 1.777 -0.649 -1.553 -0.1638 -2.3247 -1.9706
```
Forces are in eV/Å.

Its frontier orbital gap is 9.2856 eV. As for the spin multiplicity: 1. Its SMILES is OCCCSS.O.O.O.



Record order is preserved below.
E_tot: -3894.14153, -345.39994, -576.35574, -1219.98969 a.u.